[1]
The following is a DFT calculation (the ωB97M-V functional and the def2-TZVPD basis) of a structure of composition C13H10AlN3O2S5Sb.

```
35
Properties=species:S:1:pos:R:3
Al 1.13 -0.52 1.32
S 5.24 -5.16 -0.21
Sb 4.00 -3.46 0.48
S 3.21 0.22 1.24
S 3.93 -0.74 2.88
S 5.23 -2.15 2.11
N -2.10 0.50 -1.01
C -1.74 0.31 -2.29
C -2.37 0.92 -3.45
C -2.02 0.51 -4.70
C -0.98 -0.36 -4.97
C -0.42 -1.03 -3.96
C -0.80 -0.76 -2.61
S -0.08 -1.70 -1.38
N -0.02 -0.50 -0.13
C -1.04 0.45 -0.02
C -1.00 1.22 1.09
C -1.74 2.33 1.45
C -1.66 3.05 2.57
C -0.59 2.79 3.41
C 0.23 1.74 3.20
N 0.04 0.92 2.09
H -2.78 1.31 -0.93
H -3.03 1.72 -3.29
H -2.46 1.03 -5.55
H -0.75 -0.59 -6.01
H 0.35 -1.78 -3.94
H -2.58 2.51 0.78
H -2.27 3.99 2.61
H -0.37 3.47 4.30
H 0.93 1.27 3.92
O 2.40 -3.83 2.50
C 1.61 -2.94 2.76
O 1.04 -2.11 1.93
H 1.44 -2.63 3.82
```

Results
**E_HOMO**: -0.1071 Eh
**Total charge**: -1

---

[2]
The following is a DFT calculation (the ωB97M-V functional and the def2-TZVPD basis) of a structure of composition C9H11BrNO4Zn.

```
27
Properties=species:S:1:pos:R:3
Zn -0.30 0.14 0.15
C -3.70 -1.07 -1.08
C -2.53 -1.66 -0.30
C -2.89 -2.94 0.42
O -2.09 -0.66 0.70
C -1.35 -1.89 -1.28
O -1.44 -2.80 -2.06
O -0.33 -1.06 -1.23
H -4.54 -0.88 -0.41
H -4.01 -1.77 -1.85
H -3.41 -0.13 -1.56
H -3.75 -2.79 1.07
H -2.05 -3.31 1.00
H -3.15 -3.70 -0.32
H -2.56 -0.81 1.53
O 1.06 4.86 3.66
C 0.72 3.91 2.80
C 0.01 4.14 1.62
C -0.28 3.08 0.80
N 0.08 1.82 1.10
C 0.76 1.62 2.24
Br 1.21 -0.19 2.51
C 1.11 2.60 3.12
H 0.76 5.73 3.37
H -0.30 5.14 1.34
H -0.82 3.22 -0.13
H 1.66 2.39 4.03
```

Results
**Relative energy (zero: lowest compared OMol25 entry of this formula, charge and spin)**: 0.000 eV
**E_HOMO**: -0.4665 Eh
**Total charge**: +1

---

[3]
The following is a DFT calculation (the ωB97M-V functional and the def2-TZVPD basis) of a cluster of 2 separate species, C3H9NO3 in total.

```
16
Properties=species:S:1:pos:R:3
N -1.21 -0.91 -0.08
C -1.93 0.23 -0.17
O -1.44 1.33 -0.05
O -3.28 0.10 -0.27
H -1.64 -1.80 -0.28
H -0.12 -0.88 0.32
H -3.55 -0.83 -0.23
C 1.36 0.10 -1.18
O 1.30 -0.53 0.30
C 1.54 0.45 1.30
H 2.41 0.35 -1.25
H 1.07 -0.67 -1.89
H 0.69 0.96 -1.20
H 2.55 0.87 1.19
H 0.79 1.25 1.22
H 1.46 -0.04 2.26
```

Results
**Relative energy (zero: lowest compared OMol25 entry of this formula, charge and spin)**: 1.735 eV
**SMILES**: NC(=O)O.COC
**E_HOMO**: -0.3589 Eh
**Total charge**: 0

---

[4]
The following is a DFT calculation (the ωB97M-V functional and the def2-TZVPD basis) of a structure of composition C2H2BrF2NO.

```
9
Properties=species:S:1:pos:R:3
C -0.68 0.31 -0.64
C 1.10 -0.08 -0.05
N -1.40 0.04 0.43
O -0.75 0.54 -1.80
F 2.09 0.82 -0.36
F 1.08 -0.17 1.36
Br 1.84 -1.89 -0.63
H -0.92 0.23 1.30
H -2.36 0.20 0.38
```

Results
**Relative energy (zero: lowest compared OMol25 entry of this formula, charge and spin)**: 1.423 eV
**E_HOMO**: -0.3777 Eh
**Total charge**: 0

---

[5]
The following is a DFT calculation (the ωB97M-V functional and the def2-TZVPD basis) of a cluster of 2 separate species, C23H26BNO6 in total.

```
57
Properties=species:S:1:pos:R:3
C -3.74 -4.53 0.49
C -2.78 -3.37 0.50
C -1.70 -3.35 -0.38
C -0.79 -2.30 -0.36
C -0.91 -1.28 0.59
C 0.24 -0.28 0.82
C 1.59 -0.79 0.64
C 2.69 0.08 0.51
C 2.74 1.53 0.56
N 3.81 -0.65 0.34
C 3.52 -2.01 0.43
C 4.42 -3.06 0.43
C 3.93 -4.34 0.71
C 2.55 -4.49 0.97
C 1.67 -3.40 0.99
C 2.12 -2.12 0.69
C -2.04 -1.26 1.41
C -2.96 -2.31 1.38
H -4.53 -4.41 1.24
H -4.22 -4.63 -0.50
H -3.22 -5.49 0.68
H -1.58 -4.15 -1.09
H 0.03 -2.27 -1.07
H 0.08 0.28 1.78
H 0.11 0.49 0.09
H 1.72 1.90 0.44
H 3.13 1.90 1.53
H 3.35 1.92 -0.27
H 4.73 -0.26 0.17
H 5.48 -2.89 0.24
H 4.60 -5.21 0.73
H 2.18 -5.49 1.18
H 0.64 -3.55 1.24
H -2.19 -0.39 2.06
H -3.83 -2.27 2.03
C 0.29 5.88 0.71
C 0.65 4.48 0.30
O 1.74 4.08 -0.08
O -0.52 3.69 0.35
B -0.84 3.01 -0.78
O -2.06 2.42 -0.82
C -3.03 2.44 0.17
C -4.31 3.04 -0.38
O -2.86 2.02 1.30
O 0.12 2.67 -1.69
C 0.30 1.58 -2.51
C 0.60 2.06 -3.90
O 0.28 0.42 -2.13
H -0.81 6.06 0.67
H 0.68 5.99 1.74
H 0.84 6.55 0.04
H -4.38 2.99 -1.48
H -5.12 2.47 0.08
H -4.41 4.08 -0.02
H 1.19 2.99 -3.87
H 1.16 1.28 -4.42
H -0.35 2.23 -4.44
```

Results
**Relative energy (zero: lowest compared OMol25 entry of this formula, charge and spin)**: 0.000 eV
**SMILES**: Cc1ccc(Cc2c(C)[nH]c3ccccc23)cc1.CC(=O)OB(OC(C)=O)OC(C)=O
**E_HOMO**: -0.2528 Eh
**Total charge**: 0

---

[6]
The following is a DFT calculation (the ωB97M-V functional and the def2-TZVPD basis) of a cluster of 2 separate species, C3H11NO in total.

```
16
Properties=species:S:1:pos:R:3
C 1.94 -0.04 2.16
O 1.81 1.39 2.09
H 2.01 -0.39 3.17
H 2.72 -0.30 1.44
H 1.00 -0.35 1.69
C -0.86 -0.08 -2.40
C -1.23 -0.77 -1.12
N -1.91 0.11 -0.20
H -1.57 -0.23 -3.21
H 0.14 -0.36 -2.69
H -0.81 1.00 -2.26
H -0.36 -1.14 -0.54
H -1.81 -1.69 -1.28
H 2.34 1.81 2.78
H -1.81 -0.03 0.81
H -1.61 1.07 -0.43
```

Results
**Relative energy (zero: lowest compared OMol25 entry of this formula, charge and spin)**: 1.854 eV
**2S+1**: 2
**E_HOMO (spin up / spin down)**: -0.4958 / -0.4957 Eh
**⟨S²⟩**: 0.754
**Total charge**: +1

---

[7]
The following is a DFT calculation (the ωB97M-V functional and the def2-TZVPD basis) of a cluster of 20 separate species, C47H143N31O20 in total.

```
241
Properties=species:S:1:pos:R:3
C -0.31 -10.68 9.26
C 0.82 -9.57 9.18
C 0.60 -8.33 10.22
O -0.78 -7.84 10.14
C -1.09 -7.28 8.87
N 2.16 -10.09 9.23
H -0.28 -11.25 10.19
H -0.21 -11.35 8.41
H -1.26 -10.17 9.14
H 0.87 -9.19 8.17
H 1.29 -7.49 10.13
H 0.66 -8.70 11.25
H -2.13 -6.95 8.90
H -0.93 -7.94 8.01
H -0.58 -6.35 8.63
H 2.41 -10.01 10.21
H 1.91 -11.07 9.16
C 10.19 -16.90 14.72
C 10.47 -15.46 15.04
C 9.33 -14.57 15.66
O 8.12 -14.53 14.89
C 8.28 -13.59 13.75
N 11.85 -15.31 15.66
H 9.52 -17.03 13.88
H 9.90 -17.49 15.59
H 11.12 -17.34 14.36
H 10.65 -15.11 14.03
H 9.76 -13.60 15.90
H 9.23 -14.92 16.69
H 8.47 -12.54 13.98
H 7.34 -13.56 13.21
H 8.93 -13.93 12.94
H 12.22 -16.23 15.85
H 12.45 -14.93 14.94
C 4.19 -7.84 11.16
C 4.41 -9.20 11.71
C 5.10 -9.25 13.06
O 6.37 -8.61 13.00
C 7.14 -8.72 14.13
N 3.23 -10.01 11.84
H 5.17 -7.40 11.00
H 3.65 -7.16 11.82
H 3.61 -7.88 10.24
H 5.00 -9.75 10.98
H 5.19 -10.29 13.36
H 4.49 -8.80 13.84
H 7.62 -9.70 14.24
H 6.50 -8.49 14.99
H 7.89 -7.93 14.14
H 2.56 -9.67 12.51
H 3.52 -10.88 12.26
C -3.88 -14.59 3.41
C -2.88 -15.79 3.36
C -3.14 -16.71 4.55
O -2.10 -17.73 4.46
C -2.17 -18.85 5.42
N -3.08 -16.43 2.08
H -3.52 -13.74 2.83
H -4.10 -14.27 4.43
H -4.93 -14.78 3.19
H -1.82 -15.55 3.29
H -4.07 -17.27 4.51
H -3.03 -16.18 5.50
H -1.27 -19.39 5.11
H -3.03 -19.48 5.24
H -2.03 -18.51 6.45
H -3.86 -17.05 1.94
H -2.22 -16.95 2.02
C 4.90 -13.84 2.69
C 4.28 -12.33 2.80
C 3.87 -11.98 4.23
O 2.63 -12.57 4.47
C 2.17 -12.37 5.85
N 5.32 -11.44 2.33
H 5.90 -14.04 3.06
H 4.82 -14.25 1.68
H 4.23 -14.47 3.27
H 3.46 -12.08 2.13
H 3.72 -10.92 4.42
H 4.47 -12.42 5.02
H 1.21 -12.88 5.93
H 2.08 -11.32 6.11
H 2.74 -12.92 6.60
H 5.68 -11.88 1.50
H 6.09 -11.61 2.96
C -0.01 -9.53 3.18
C -1.10 -10.55 2.90
C -2.09 -10.69 4.12
O -1.45 -11.11 5.33
C -1.58 -12.44 5.72
N -1.71 -10.10 1.72
H 0.62 -9.34 2.31
H 0.63 -9.88 3.99
H -0.50 -8.58 3.40
H -0.57 -11.45 2.60
H -3.00 -11.25 3.91
H -2.54 -9.73 4.37
H -2.46 -12.76 6.27
H -0.84 -12.53 6.51
H -1.34 -13.14 4.91
H -2.70 -10.28 1.64
H -1.19 -10.35 0.89
C 7.55 -12.14 17.70
C 6.85 -10.83 17.33
C 5.36 -10.80 17.56
O 4.68 -11.52 16.47
C 3.24 -11.47 16.64
N 7.53 -9.82 18.16
H 7.12 -12.98 17.17
H 7.39 -12.42 18.74
H 8.63 -12.14 17.58
H 7.05 -10.51 16.30
H 5.11 -9.74 17.58
H 5.15 -11.36 18.48
H 2.98 -11.76 15.62
H 2.92 -10.47 16.92
H 2.80 -12.24 17.28
H 7.63 -10.12 19.12
H 7.03 -8.94 18.20
C -1.12 -12.99 13.18
C 0.08 -12.12 13.22
C 0.05 -11.27 14.49
O 1.05 -10.27 14.36
C 1.05 -9.23 15.33
N 1.23 -13.10 13.28
H -1.11 -13.56 12.25
H -2.01 -12.38 13.35
H -1.09 -13.72 13.99
H 0.21 -11.51 12.33
H 0.21 -11.83 15.42
H -0.94 -10.81 14.47
H 1.72 -8.40 15.12
H 1.23 -9.60 16.34
H 0.10 -8.73 15.53
H 2.17 -12.74 13.20
H 1.19 -13.70 14.10
C -3.05 -13.23 9.98
C -4.56 -13.21 10.28
C -5.24 -14.17 9.29
O -4.98 -13.87 7.91
C -5.83 -12.86 7.33
N -4.69 -13.85 11.61
H -2.50 -12.86 10.85
H -2.78 -12.54 9.18
H -2.63 -14.20 9.72
H -4.99 -12.21 10.30
H -6.32 -14.30 9.35
H -4.91 -15.20 9.44
H -5.24 -11.95 7.46
H -6.78 -12.69 7.83
H -5.99 -13.06 6.27
H -5.65 -13.96 11.91
H -4.37 -13.27 12.37
C 4.72 -13.96 14.01
O 4.66 -12.93 13.33
N 4.82 -13.90 15.29
N 4.66 -15.19 13.67
H 4.85 -14.75 15.83
H 4.76 -13.05 15.84
H 4.23 -15.51 12.82
H 4.94 -15.91 14.32
C 3.92 -17.85 10.42
O 4.21 -17.18 11.39
N 4.70 -18.35 9.47
N 2.69 -17.99 10.11
H 4.33 -18.79 8.64
H 5.69 -18.20 9.60
H 2.09 -17.46 10.73
H 2.55 -18.93 9.77
C -1.65 -16.86 10.09
O -0.61 -16.89 10.74
N -1.77 -16.70 8.84
N -2.83 -16.97 10.55
H -0.96 -16.59 8.26
H -2.70 -16.50 8.51
H -3.65 -16.67 10.04
H -2.92 -16.95 11.56
C 8.15 -17.33 9.91
O 7.42 -16.65 9.22
N 9.24 -17.91 9.51
N 8.02 -17.66 11.11
H 9.76 -18.49 10.15
H 9.25 -18.17 8.54
H 7.22 -17.33 11.63
H 8.74 -18.21 11.57
C 6.53 -13.18 10.12
O 7.06 -12.79 9.08
N 6.18 -12.38 11.07
N 6.10 -14.38 10.48
H 6.48 -11.43 10.90
H 5.61 -12.75 11.81
H 5.82 -14.45 11.45
H 6.35 -15.18 9.92
C 5.46 -14.87 6.56
O 6.26 -13.90 6.69
N 4.52 -15.12 5.65
N 5.62 -15.92 7.27
H 3.95 -15.95 5.67
H 4.24 -14.34 5.06
H 6.48 -15.91 7.80
H 5.02 -16.73 7.17
C 0.94 -16.50 14.19
O 1.29 -15.91 15.16
N 0.85 -17.81 14.09
N 0.63 -15.97 13.08
H 0.97 -18.37 14.92
H 0.38 -18.24 13.31
H 0.35 -16.63 12.37
H 0.85 -15.00 12.87
C 5.30 -10.55 7.58
O 6.37 -11.04 7.26
N 4.22 -11.24 7.74
N 5.16 -9.33 7.80
H 4.29 -12.23 7.59
H 3.41 -10.83 8.19
H 4.23 -9.10 8.12
H 5.95 -8.72 7.71
C 0.17 -20.16 7.40
O -0.92 -20.61 7.38
N 0.63 -19.10 8.02
N 1.13 -20.68 6.63
H 1.43 -18.67 7.59
H 0.06 -18.46 8.58
H 2.01 -20.18 6.55
H 0.94 -21.54 6.13
C 0.73 -15.94 6.41
O -0.05 -15.16 6.86
N 0.53 -16.70 5.36
N 1.83 -16.27 7.05
H 1.32 -17.24 5.04
H -0.26 -16.48 4.78
H 2.44 -16.83 6.46
H 2.16 -15.70 7.81
C 2.32 -14.24 9.54
O 3.06 -14.33 8.55
N 1.00 -14.39 9.52
N 2.67 -13.95 10.76
H 0.44 -14.47 10.35
H 0.35 -14.51 8.75
H 1.92 -13.73 11.39
H 3.67 -13.78 10.84
```

Results
**Relative energy (zero: lowest compared OMol25 entry of this formula, charge and spin)**: 2.324 eV
**E_HOMO**: -0.2517 Eh
**Total charge**: 0

---

For each record above, in turn, the calculated F_max values are 5.19, 0.28, 3.07, 5.02, 3.21, 2.82, 8.21 eV Å⁻¹.